Record 1
Formula: C3H3BrCl2
Source: the Open Molecules 2025 dataset
Level of theory: ωB97M-V/def2-TZVPD

Values from the calculation:
* HOMO energy: -9.31 eV
* SMILES string: ClC1=C(Cl)C1.Br
* lowest unoccupied orbital energy: 0.64 eV
* frontier orbital gap: 9.95 eV

```
! wB97M-V def2-TZVPD RIJCOSX def2/J DEFGRID3
* xyz 0 1
Cl 0.01113 -0.59735 -2.25892
C -0.72108 -0.31658 -0.80429
C -1.00593 -0.59285 0.44798
Cl -1.17092 -1.65038 1.71954
C -0.93262 0.88963 0.16255
H -0.01281 1.29191 0.62820
H -1.67170 1.63268 0.24609
Br 3.36020 -0.05052 -0.06492
H 2.14374 -0.60655 -0.07621
*
```



Record 2
Formula: C3H3BrCl2
Source: the Open Molecules 2025 dataset
Level of theory: ωB97M-V/def2-TZVPD

Values from the calculation:
* HOMO energy (alpha / beta): -8.48 / -8.29 eV
* lowest unoccupied orbital energy (alpha / beta): -0.21 / -0.56 eV
* frontier orbital gap (alpha / beta): 8.26 / 7.72 eV

```
! wB97M-V def2-TZVPD RIJCOSX def2/J DEFGRID3
* xyz 0 1
C 0.13311 -0.24462 -0.43859
C -0.45451 -0.30815 0.95879
C -0.87587 -0.10049 -1.55545
Cl -1.33815 -1.63668 1.23283
Cl -1.82554 -1.56706 -1.80031
Br -1.76356 1.62849 -1.89594
H 0.98075 0.53922 -0.66394
H 0.66779 -1.28032 -0.58458
H -0.59382 0.55195 1.51847
*
```



Record 3
Formula: C3H3BrCl2
Source: the Open Molecules 2025 dataset
Level of theory: ωB97M-V/def2-TZVPD

Values from the calculation:
* HOMO energy (alpha / beta): -7.41 / -10.10 eV
* lowest unoccupied orbital energy (alpha / beta): 0.70 / -1.79 eV
* frontier orbital gap (alpha / beta): 8.10 / 8.32 eV

```
! wB97M-V def2-TZVPD RIJCOSX def2/J DEFGRID3
* xyz 0 3
C 1.62888 -0.04639 -0.17416
C 0.51270 0.59669 -0.48134
C -2.07415 -0.12460 0.98362
Cl -0.34859 1.45965 0.75399
Cl -1.42903 -1.66455 1.39007
Br -2.58719 -0.03505 -0.80478
H 2.24821 -0.66805 -0.98361
H 2.20869 -0.21377 0.67029
H -0.15950 0.69607 -1.35409
*
```



Record 4
Formula: C3H3BrClF
Source: the Open Molecules 2025 dataset
Level of theory: ωB97M-V/def2-TZVPD

Values from the calculation:
* HOMO energy: -9.40 eV
* lowest unoccupied orbital energy: -1.30 eV
* frontier orbital gap: 8.10 eV

```
! wB97M-V def2-TZVPD RIJCOSX def2/J DEFGRID3
* xyz 0 1
C 0.82057 -0.56750 -0.55503
C 1.59133 0.18018 0.22493
C -1.95383 0.40437 -0.06762
F 1.76435 1.43704 -0.19726
Cl -2.71474 1.74459 0.53946
Br -2.79980 -1.17328 0.74409
H 0.92208 -1.66033 -0.35436
H 0.10468 -0.24965 -1.32323
H 2.26537 -0.11543 0.98902
*
```



Record 5
Formula: C3H3BrClF
Source: the Open Molecules 2025 dataset
Level of theory: ωB97M-V/def2-TZVPD

Values from the calculation:
* HOMO energy (alpha / beta): -5.61 / -10.75 eV
* lowest unoccupied orbital energy (alpha / beta): 0.65 / -1.85 eV
* frontier orbital gap (alpha / beta): 6.26 / 8.89 eV

```
! wB97M-V def2-TZVPD RIJCOSX def2/J DEFGRID3
* xyz 0 3
C -0.28201 0.38533 -0.34689
C -0.33077 -0.98986 0.20007
C -1.58067 0.42378 0.34958
F -0.60925 -2.12273 -0.63635
Cl -3.01848 0.42713 -0.56578
Br -1.67252 1.08852 2.18748
H 0.56671 0.82643 0.16116
H -0.23764 0.56988 -1.33753
H 0.03408 -1.30805 1.15023
*
```



Record 6
Formula: C3H3BrClFO
Source: the Open Molecules 2025 dataset
Level of theory: ωB97M-V/def2-TZVPD

Values from the calculation:
* HOMO energy: -9.67 eV
* SMILES string: F[C@H](Cl)Br.C=C=O
* lowest unoccupied orbital energy: 0.67 eV
* frontier orbital gap: 10.34 eV

```
! wB97M-V def2-TZVPD RIJCOSX def2/J DEFGRID3
* xyz 0 1
F -2.93738 0.35265 -0.75772
C -3.65046 -0.16537 0.28468
Cl -3.54432 -1.96276 0.27001
Br -5.41452 0.56732 0.14555
H -3.21680 0.20396 1.26733
C 1.57546 0.20902 0.00435
C 0.33301 0.52723 0.13970
O -0.77419 0.83480 0.44344
H 1.79302 -0.58029 -0.78469
H 2.37277 0.83312 0.21072
*
```



Record 7
Formula: C3H3BrF2O
Source: the Open Molecules 2025 dataset
Level of theory: ωB97M-V/def2-TZVPD

Values from the calculation:
* HOMO energy: -9.06 eV
* lowest unoccupied orbital energy: -0.25 eV
* frontier orbital gap: 8.81 eV

```
! wB97M-V def2-TZVPD RIJCOSX def2/J DEFGRID3
* xyz 0 1
C -0.13629 0.51355 -0.63530
C -2.71148 0.55852 -0.10159
C 1.78584 -0.49734 0.48744
O 0.53435 -0.46379 -0.27032
F 0.51924 1.68083 -0.30146
F -3.16968 1.08826 -1.23524
Br -2.85627 -1.31896 -0.04548
H 2.39679 -1.40458 0.14128
H 1.34133 -0.63545 1.48493
H 2.29617 0.47896 0.47575
*
```



Record 8
Formula: C3H3BrN2O3
Source: the Open Molecules 2025 dataset
Level of theory: ωB97M-V/def2-TZVPD

Values from the calculation:
* HOMO energy: -9.64 eV
* lowest unoccupied orbital energy: -0.59 eV
* frontier orbital gap: 9.05 eV

```
! wB97M-V def2-TZVPD RIJCOSX def2/J DEFGRID3
* xyz 0 1
C -0.11897 -0.64057 -1.33857
C -0.73137 -0.40747 0.92805
C 0.40864 -0.39027 0.01036
N -1.38660 -0.70209 -1.21448
N 0.91858 1.52994 0.03834
O 1.61162 1.79315 -0.89753
O 0.51598 2.17411 0.93396
O -1.80467 -0.74600 0.06099
Br 2.05290 -1.34693 0.36898
H 0.41370 -0.41884 -2.19811
H -0.79259 -1.28554 1.72189
H -1.08722 0.44049 1.58612
*
```



Record 9
Formula: C3H3BrO2
Source: the Open Molecules 2025 dataset
Level of theory: ωB97M-V/def2-TZVPD

Values from the calculation:
* HOMO energy: -9.38 eV
* SMILES string: O=CC(=O)CBr
* lowest unoccupied orbital energy: -0.34 eV
* frontier orbital gap: 9.04 eV

```
! wB97M-V def2-TZVPD RIJCOSX def2/J DEFGRID3
* xyz 0 1
O -1.20451 -0.69846 1.97267
C -1.51340 -0.28853 0.93565
C -0.45106 0.08375 -0.40234
O -0.97989 0.37196 -1.42442
C 1.29860 0.05235 -0.58569
Br 2.15373 0.83203 1.07286
H -2.40991 -0.13277 0.46912
H 1.33165 0.75396 -1.28683
H 1.77479 -0.97428 -0.75102
*
```



Record 10
Formula: C3H3BrO2
Source: the Open Molecules 2025 dataset
Level of theory: ωB97M-V/def2-TZVPD

Values from the calculation:
* HOMO energy: -9.73 eV
* lowest unoccupied orbital energy: 0.41 eV
* frontier orbital gap: 10.14 eV

```
! wB97M-V def2-TZVPD RIJCOSX def2/J DEFGRID3
* xyz 0 1
C 0.21973 -1.58393 0.17689
C -2.04463 -2.29908 -1.09993
C 0.60309 -0.65034 -0.60705
O -0.07218 -2.43013 0.89910
O -2.56525 -3.03091 -0.41245
Br -2.79922 0.84867 0.44006
H -0.10632 -0.21512 -1.29415
H 1.73439 -0.36556 -0.65169
H -1.69687 0.34545 -0.24041
*
```



Record 11
Formula: C3H3BrS
Source: the Open Molecules 2025 dataset
Level of theory: ωB97M-V/def2-TZVPD

Values from the calculation:
* HOMO energy (alpha / beta): -6.39 / -10.20 eV
* lowest unoccupied orbital energy (alpha / beta): 0.59 / -2.87 eV
* frontier orbital gap (alpha / beta): 6.98 / 7.33 eV

```
! wB97M-V def2-TZVPD RIJCOSX def2/J DEFGRID3
* xyz 0 3
C -0.14548 0.19924 -0.29259
C -0.02680 -0.78038 -0.94862
C -0.41405 1.38494 0.61962
S 0.29003 -2.58890 -1.51867
Br 1.48508 -3.36573 0.08213
H -1.42083 1.55780 0.63141
H -0.05656 2.23046 -0.04369
H 0.28861 1.36257 1.47040
*
```



Record 12
Formula: C3H3CeO3
Source: the Open Molecules 2025 dataset
Level of theory: ωB97M-V/def2-TZVPD

Values from the calculation:
* HOMO energy (alpha / beta): -15.66 / -15.70 eV
* lowest unoccupied orbital energy (alpha / beta): -12.11 / -11.35 eV
* frontier orbital gap (alpha / beta): 3.55 / 4.34 eV

```
! wB97M-V def2-TZVPD RIJCOSX def2/J DEFGRID3
* xyz 2 2
O -0.64754 -0.27563 -0.24900
Ce -2.99491 -0.15021 -1.10609
O -2.09487 1.17646 0.44672
C -0.88828 0.82433 0.58818
O 0.08881 1.40030 1.03464
C 0.71690 -0.75187 -0.23315
H 0.84634 -1.41146 -1.11090
H 0.83276 -1.32989 0.70166
C 1.64652 0.37004 -0.37331
H 2.49426 0.14795 0.30125
*
```



Sequential energy relative to the best compared isomer or geometry (same formula, charge and spin) output: 49.1 61.7 63.4 59.0 17.1 17.3 117.8 27.5 42.5 22.0 40.5 52.8 kcal/mol
Sequential F_max output: 3.30 3.39 5.00 2.82 7.35 4.13 2.33 4.61 6.43 3.83 7.18 6.46 eV/A